A cluster of 4 separate species, C33H48BF28N2O15P2S in total at a distorted geometry. Source: OMol25; level of theory: ωB97M-V/def2-TZVPD.

As for the total charge: -1. As for the multiplicity: 1. The HOMO energy is -5.96 eV.

Positions of all 130 atoms, in Å:
1 C -7.431 3.573 3.622
2 C -6.540 2.574 4.390
3 O -5.175 2.740 3.996
4 B -4.546 1.596 3.514
5 O -4.558 0.470 4.313
6 C -3.927 1.526 2.016
7 C -5.140 1.867 1.080
8 C -5.914 0.645 0.564
9 O -6.621 -0.033 1.571
10 C -6.953 1.170 -0.460
11 F -7.734 2.152 0.022
12 F -6.334 1.620 -1.582
13 F -7.765 0.166 -0.863
14 O -3.684 0.126 1.832
15 P -2.087 -0.338 1.447
16 N -2.466 -0.145 -0.290
17 N -1.694 -0.651 3.185
18 C -0.320 -0.916 0.997
19 C 0.104 -1.008 -0.477
20 C 1.583 -1.490 -0.513
21 C 1.985 -2.020 -1.862
22 O 1.272 -2.031 -2.836
23 O 3.265 -2.487 -1.937
24 S -2.959 -2.454 1.362
25 O -3.250 -2.994 2.661
26 O -2.135 -3.322 0.549
27 F -4.391 -2.427 0.608
28 O -1.550 1.290 1.658
29 C -2.570 2.284 1.721
30 C -2.539 3.016 0.364
31 C -1.359 3.939 0.036
32 C -0.007 3.209 -0.220
33 C 0.978 3.321 0.917
34 O 2.195 2.602 0.502
35 C 3.049 2.409 1.542
36 C 2.884 1.157 2.369
37 O 3.936 3.196 1.767
38 P -1.820 3.387 3.061
39 C -1.507 2.297 4.503
40 O -3.035 4.391 3.634
41 H -8.191 3.061 3.030
42 H -6.803 4.124 2.921
43 H -7.889 4.307 4.283
44 H -6.885 1.544 4.278
45 H -6.607 2.820 5.453
46 H -3.876 0.488 4.990
47 H -4.876 2.472 0.211
48 H -5.884 2.458 1.626
49 H -5.296 -0.041 -0.006
50 H -7.086 0.628 2.097
51 H -2.708 -1.009 -0.762
52 H -3.243 0.482 -0.441
53 H -0.918 -0.029 3.367
54 H -1.318 -1.582 3.339
55 H -0.125 -1.909 1.414
56 H 0.395 -0.245 1.476
57 H 0.090 -0.047 -0.982
58 H -0.464 -1.753 -1.025
59 H 1.756 -2.233 0.269
60 H 2.228 -0.632 -0.293
61 H 3.401 -2.664 -2.879
62 H -3.442 3.642 0.307
63 H -2.621 2.311 -0.462
64 H -1.248 4.783 0.716
65 H -1.615 4.391 -0.929
66 H 0.462 3.672 -1.091
67 H -0.240 2.175 -0.471
68 H 1.283 4.360 1.051
69 H 0.633 2.871 1.844
70 H 3.538 0.381 1.969
71 H 3.167 1.404 3.389
72 H 1.870 0.766 2.339
73 H -2.094 1.378 4.553
74 H -1.681 2.853 5.426
75 H -0.456 2.008 4.486
76 H -3.761 4.442 3.004
77 C 5.670 -4.587 -4.855
78 C 4.690 -3.555 -5.464
79 C 4.382 -3.619 -6.966
80 F 5.467 -3.378 -7.719
81 F 3.468 -2.671 -7.265
82 F 5.073 -2.309 -5.116
83 F 3.494 -3.790 -4.851
84 O 7.014 -4.190 -4.567
85 C 8.066 -4.320 -5.452
86 C 8.709 -2.965 -5.773
87 F 7.829 -2.138 -6.359
88 F 9.740 -3.158 -6.628
89 F 7.731 -4.999 -6.560
90 F 9.014 -5.054 -4.826
91 H 5.259 -4.781 -3.865
92 H 5.634 -5.540 -5.381
93 H 3.968 -4.595 -7.233
94 H 9.079 -2.497 -4.859
95 C 7.088 5.813 0.008
96 C 6.183 6.502 1.055
97 C 4.670 6.274 0.981
98 F 4.140 6.772 -0.154
99 F 4.076 6.925 2.012
100 F 6.463 7.826 1.088
101 F 6.563 5.988 2.258
102 O 7.598 6.578 -1.091
103 C 6.965 6.693 -2.312
104 C 6.635 8.154 -2.643
105 F 5.796 8.682 -1.738
106 F 6.036 8.210 -3.855
107 F 5.898 5.894 -2.421
108 F 7.851 6.283 -3.251
109 H 7.989 5.567 0.567
110 H 6.673 4.860 -0.320
111 H 4.430 5.211 1.057
112 H 7.549 8.750 -2.664
113 C -3.048 -6.362 0.649
114 C -4.075 -6.478 -0.499
115 C -5.487 -6.980 -0.178
116 F -5.495 -8.248 0.274
117 F -6.234 -6.962 -1.311
118 F -3.550 -7.212 -1.512
119 F -4.253 -5.220 -0.976
120 O -2.064 -7.406 0.777
121 C -2.243 -8.549 1.517
122 C -2.128 -9.809 0.651
123 F -3.074 -9.838 -0.302
124 F -2.291 -10.907 1.431
125 F -3.373 -8.540 2.240
126 F -1.220 -8.612 2.405
127 H -2.453 -5.485 0.402
128 H -3.519 -6.125 1.601
129 H -5.966 -6.332 0.561
130 H -1.147 -9.849 0.174

Here are the Mulliken charges for atoms 1 to 6, given in e: -1.054 -0.529 -0.467 0.962 -0.764 2.005



A cluster of 7 separate species, C24H46N2O5 in total at a distorted geometry. Source: OMol25; level of theory: ωB97M-V/def2-TZVPD.

As for the multiplicity: 1. The HOMO energy is -9.25 eV. The structure (SMILES) is C1CCOC1.C1CCOC1.C1CCOC1.C1CCOC1.C1CCOC1.CC#N.CC#N. As for the energy above the lowest of the compared OMol25 structures with the same formula, charge and spin: 56.0 kcal per mole.

Positions of all 77 atoms, in Å:
1 C -2.475 1.125 -6.195
2 C -1.630 0.151 -6.869
3 N -0.967 -0.639 -7.370
4 H -2.270 2.145 -6.502
5 H -2.326 1.022 -5.122
6 H -3.504 0.873 -6.450
7 C 3.371 -0.965 0.235
8 C 3.170 0.345 0.802
9 N 2.951 1.387 1.232
10 H 3.203 -1.783 0.934
11 H 4.364 -1.080 -0.195
12 H 2.649 -1.080 -0.576
13 C 0.131 -0.221 -1.572
14 C -0.614 0.311 -0.374
15 C -1.980 -0.334 -0.591
16 O -2.198 -0.197 -1.997
17 C -0.933 -0.058 -2.669
18 H 0.320 -1.284 -1.403
19 H 1.031 0.323 -1.861
20 H -0.757 1.397 -0.415
21 H -0.146 0.118 0.593
22 H -2.760 0.206 -0.056
23 H -1.956 -1.382 -0.270
24 H -0.876 0.954 -3.075
25 H -0.792 -0.837 -3.418
26 C -0.028 3.787 2.016
27 C -0.408 4.691 3.196
28 C -1.294 3.777 4.040
29 O -0.989 2.426 3.628
30 C 0.111 2.452 2.724
31 H 0.867 4.129 1.499
32 H -0.866 3.752 1.314
33 H -0.873 5.617 2.861
34 H 0.492 4.974 3.747
35 H -2.354 3.965 3.871
36 H -1.034 3.804 5.098
37 H -0.003 1.612 2.044
38 H 1.059 2.403 3.267
39 C -2.507 -0.881 3.671
40 C -3.204 -0.076 4.757
41 C -4.231 0.718 3.968
42 O -4.574 -0.087 2.821
43 C -3.699 -1.202 2.747
44 H -2.051 -1.798 4.041
45 H -1.780 -0.274 3.130
46 H -2.541 0.589 5.310
47 H -3.698 -0.738 5.470
48 H -3.844 1.673 3.602
49 H -5.148 0.918 4.525
50 H -3.388 -1.374 1.717
51 H -4.227 -2.091 3.117
52 C 0.746 -5.488 0.485
53 C -0.160 -4.259 0.424
54 C 0.099 -3.621 1.774
55 O 1.441 -3.974 2.142
56 C 1.953 -4.967 1.257
57 H 1.006 -5.987 -0.448
58 H 0.255 -6.259 1.093
59 H -1.164 -4.602 0.184
60 H 0.187 -3.615 -0.391
61 H -0.561 -4.031 2.546
62 H 0.020 -2.534 1.770
63 H 2.441 -5.757 1.828
64 H 2.688 -4.493 0.595
65 C 3.166 0.546 -4.451
66 C 3.277 2.068 -4.338
67 C 3.519 2.250 -2.821
68 O 3.924 0.986 -2.300
69 C 4.164 0.110 -3.402
70 H 3.340 0.098 -5.426
71 H 2.149 0.299 -4.124
72 H 2.377 2.577 -4.676
73 H 4.127 2.460 -4.898
74 H 2.600 2.533 -2.308
75 H 4.308 2.989 -2.676
76 H 4.115 -0.927 -3.080
77 H 5.183 0.331 -3.756

Here are the Mulliken charges for atoms 1 to 6, given in e: -0.537 0.332 -0.401 0.274 0.091 0.266



The molecule C4H9N at a distorted geometry. Source: OMol25; level of theory: ωB97M-V/def2-TZVPD.

As for the multiplicity: 1. The HOMO energy is -8.48 eV. The structure (SMILES) is C1CCNC1. As for the energy above the lowest of the compared OMol25 structures with the same formula, charge and spin: 22.9 kcal per mole.

Positions of all 14 atoms, in Å:
1 C -1.303 -0.088 0.132
2 N -0.533 1.166 -0.132
3 C 0.850 0.955 -0.276
4 C 1.023 -0.402 0.492
5 C -0.199 -1.161 0.169
6 H -1.950 -0.384 -0.626
7 H -2.036 0.019 0.906
8 H -0.950 1.679 -0.927
9 H 1.253 1.841 0.182
10 H 1.232 0.865 -1.320
11 H 2.020 -0.826 0.198
12 H 0.964 -0.005 1.512
13 H -0.342 -2.210 0.597
14 H -0.030 -1.450 -0.907

Here are the natural (NBO) charges for atoms 1 to 6, given in e: -0.229 -0.637 -0.208 -0.415 -0.423 0.179



A structure of composition C3H7ClO2PS at a distorted geometry. Source: OMol25; level of theory: ωB97M-V/def2-TZVPD.

As for the total charge: -1. As for the multiplicity: 1. The HOMO energy is -5.14 eV. As for the energy above the lowest of the compared OMol25 structures with the same formula, charge and spin: 0.7 kcal per mole.

Positions of all 15 atoms, in Å:
1 C -0.728 0.409 0.899
2 C -0.167 0.678 -1.499
3 C 0.161 0.329 -0.299
4 O 1.687 -1.040 1.387
5 O 1.869 -1.540 -1.136
6 P 1.879 -0.360 0.007
7 S 3.314 0.922 -0.162
8 Cl -0.047 -2.980 0.263
9 H -0.084 0.387 1.822
10 H -1.157 1.402 0.993
11 H -1.514 -0.480 0.911
12 H 0.561 0.661 -2.363
13 H -1.146 1.040 -1.878
14 H 0.936 -1.806 1.085
15 H 1.043 -2.059 -0.940

Here are the natural (NBO) charges for atoms 1 to 6, given in e: -0.676 -0.378 -0.354 -1.068 -1.033 1.853



A structure of composition C16H20AgClN2O6 at a distorted geometry. Source: OMol25; level of theory: ωB97M-V/def2-TZVPD.

As for the total charge: -2. As for the multiplicity: 1. The HOMO energy is -1.37 eV. As for the energy above the lowest of the compared OMol25 structures with the same formula, charge and spin: 23.9 kcal per mole.

Positions of all 46 atoms, in Å:
1 Ag -0.532 -0.210 0.222
2 N 1.757 0.704 -0.823
3 C 1.905 2.120 -0.499
4 C 0.862 2.640 0.521
5 O 1.207 3.603 1.247
6 N -0.300 2.053 0.450
7 C -1.371 2.605 1.250
8 C -2.723 1.857 1.058
9 O -3.750 2.525 1.221
10 O -2.687 0.626 0.799
11 H 2.360 0.145 -0.232
12 H 2.006 0.524 -1.788
13 H 1.740 2.710 -1.406
14 H 2.907 2.369 -0.115
15 H -1.519 3.665 1.001
16 H -1.133 2.554 2.326
17 Cl 0.990 -5.368 0.237
18 C -0.251 -4.119 0.147
19 C -0.148 -3.323 -1.213
20 O -0.065 -3.986 -2.241
21 O -0.169 -2.086 -1.085
22 H -0.124 -3.457 1.000
23 H -1.213 -4.628 0.196
24 C 6.742 0.623 1.125
25 C 5.337 0.393 1.599
26 C 4.674 1.336 2.369
27 C 3.347 1.185 2.740
28 C 2.713 2.309 3.488
29 C 2.630 0.042 2.318
30 C 1.209 -0.065 2.577
31 O 0.418 -0.854 2.029
32 C 3.324 -0.957 1.586
33 C 2.650 -2.227 1.178
34 C 4.649 -0.759 1.240
35 H 7.264 1.330 1.769
36 H 6.731 1.036 0.114
37 H 7.298 -0.314 1.098
38 H 5.193 2.243 2.659
39 H 3.479 2.968 3.896
40 H 2.073 1.968 4.298
41 H 2.100 2.889 2.780
42 H 0.797 0.645 3.306
43 H 2.141 -2.675 2.032
44 H 3.370 -2.942 0.780
45 H 1.893 -2.033 0.420
46 H 5.159 -1.512 0.652

Here are the natural (NBO) charges for atoms 1 to 6, given in e: 0.935 -0.842 -0.296 0.581 -0.811 -0.720



The molecule C3H7NO2S at a distorted geometry. Source: OMol25; level of theory: ωB97M-V/def2-TZVPD.

As for the multiplicity: 1. The HOMO energy is -9.40 eV. As for the energy above the lowest of the compared OMol25 structures with the same formula, charge and spin: 27.7 kcal per mole.

Positions of all 14 atoms, in Å:
1 C -0.898 0.432 -0.506
2 C -2.206 0.933 0.060
3 C 1.678 -1.547 -0.111
4 N 0.185 0.616 0.288
5 O -0.781 -0.121 -1.578
6 O 2.672 0.762 0.680
7 S 1.785 0.275 -0.359
8 H -2.143 2.004 0.243
9 H -2.420 0.431 1.002
10 H -3.005 0.732 -0.647
11 H 2.626 -1.979 -0.415
12 H 0.877 -1.915 -0.741
13 H 1.490 -1.760 0.934
14 H 0.139 1.137 1.151

Here are the natural (NBO) charges for atoms 1 to 6, given in e: 0.673 -0.714 -0.828 -0.844 -0.616 -0.964



The ion C2H9N2 with charge +1 at a distorted geometry. Source: OMol25; level of theory: ωB97M-V/def2-TZVPD.

As for the total charge: +1. As for the multiplicity: 1. The HOMO energy is -13.51 eV. The structure (SMILES) is NCC[NH3+]. As for the energy above the lowest of the compared OMol25 structures with the same formula, charge and spin: 31.3 kcal per mole.

Positions of all 13 atoms, in Å:
1 C 0.879 0.148 0.286
2 N 1.392 1.354 -0.275
3 C -0.704 0.134 0.197
4 N -1.295 -1.165 -0.236
5 H 1.116 0.260 1.351
6 H 1.134 -0.860 -0.089
7 H 1.902 1.943 0.361
8 H 1.718 1.250 -1.215
9 H -0.965 0.930 -0.518
10 H -1.115 0.636 1.076
11 H -0.520 -1.813 -0.045
12 H -2.077 -1.483 0.330
13 H -1.466 -1.333 -1.222

Here are the natural (NBO) charges for atoms 1 to 6, given in e: -0.212 -0.841 -0.299 -0.672 0.225 0.159



The molecule C5H8O at a distorted geometry. Source: OMol25; level of theory: ωB97M-V/def2-TZVPD.

As for the multiplicity: 1. The HOMO energy is -8.24 eV. The structure (SMILES) is C[C@H]1O[C@H]2C[C@H]21. As for the energy above the lowest of the compared OMol25 structures with the same formula, charge and spin: 89.8 kcal per mole.

Positions of all 14 atoms, in Å:
1 C 1.680 -0.656 -0.371
2 C 0.462 0.173 -0.745
3 O -0.712 -0.641 -1.018
4 C -1.506 0.062 -0.101
5 C -0.958 0.093 1.248
6 C -0.201 1.033 0.335
7 H 1.913 -1.360 -1.180
8 H 1.518 -1.232 0.546
9 H 2.552 -0.008 -0.226
10 H 0.683 0.769 -1.637
11 H -2.568 0.190 -0.350
12 H -1.522 0.594 2.027
13 H -0.495 -0.840 1.544
14 H -0.968 1.688 -0.149

Here are the natural (NBO) charges for atoms 1 to 6, given in e: -0.630 0.078 -0.522 0.139 -0.475 -0.339



Let's list frontier orbital gap in order: 0.285 0.359 0.354 0.318 0.207 0.373 0.355 0.346 hartree.